Here is 11 unconnected molecules or ions with the total composition C43H105N3O19 from the Open Molecules 2025 dataset. Energies are from ωB97M-V with the def2-TZVPD basis set.

Last column: Mulliken spin population.
Positions of all 170 atoms, in Å:
C (-2.679, 3.743, 3.919)  0.00
C (-3.092, 2.819, 2.667)  0.00
O (-2.967, 3.664, 1.564)  0.00
O (-3.598, 4.731, 4.144)  0.00
H (-1.730, 4.250, 3.747)  0.00
H (-2.662, 3.257, 4.895)  0.00
H (-4.166, 2.637, 2.673)  0.00
H (-2.631, 1.846, 2.497)  0.00
H (-3.484, 4.439, 1.799)  0.00
H (-3.953, 4.656, 5.033)  0.00
C (-5.351, -4.688, -0.903)  0.00
C (-4.543, -4.436, 0.424)  0.00
O (-3.126, -4.481, 0.320)  0.00
O (-5.137, -6.026, -1.367)  0.00
H (-5.027, -4.091, -1.755)  0.00
H (-6.416, -4.464, -0.955)  0.00
H (-4.779, -5.143, 1.219)  0.00
H (-4.809, -3.477, 0.869)  0.00
H (-2.772, -4.431, 1.211)  0.00
H (-4.308, -6.016, -1.851)  0.00
C (5.288, 1.383, -0.930)  0.00
C (4.651, 0.812, 0.335)  0.00
O (5.410, 0.925, 1.502)  0.00
O (6.433, 0.613, -1.267)  0.00
H (5.598, 2.420, -0.805)  0.00
H (4.740, 1.375, -1.872)  0.00
H (4.296, -0.196, 0.121)  0.00
H (3.766, 1.433, 0.472)  0.00
H (6.095, 0.253, 1.503)  0.00
H (6.050, -0.199, -1.606)  0.00
C (4.321, -1.015, -4.787)  0.00
C (4.331, -1.776, -3.445)  -0.01
O (5.517, -1.522, -2.732)  0.00
O (5.230, -1.590, -5.732)  0.00
H (4.609, 0.016, -4.582)  0.00
H (3.293, -1.102, -5.137)  0.00
H (4.228, -2.861, -3.445)  0.00
H (3.530, -1.376, -2.822)  0.00
H (6.229, -1.962, -3.202)  0.00
H (4.844, -1.370, -6.583)  0.00
C (-2.552, 2.373, -6.415)  0.00
C (-1.390, 1.867, -5.556)  0.00
O (-1.671, 0.598, -4.937)  0.00
O (-2.806, 1.513, -7.525)  0.00
H (-2.320, 3.405, -6.676)  0.00
H (-3.444, 2.470, -5.795)  0.00
H (-1.145, 2.521, -4.719)  0.00
H (-0.473, 1.912, -6.144)  0.00
H (-1.603, -0.115, -5.575)  0.00
H (-2.660, 0.603, -7.258)  0.00
C (3.046, -5.587, 1.570)  0.00
C (3.290, -6.246, 0.182)  0.00
O (2.290, -7.226, -0.087)  0.00
O (3.341, -6.515, 2.602)  0.00
H (2.071, -5.109, 1.668)  0.00
H (3.807, -4.809, 1.639)  0.00
H (4.238, -6.784, 0.210)  0.00
H (3.224, -5.491, -0.601)  0.00
H (2.132, -7.786, 0.677)  0.00
H (2.540, -6.714, 3.093)  0.00
C (-0.069, 5.536, -1.720)  0.00
C (-0.938, 6.075, -0.477)  0.00
O (-1.182, 7.457, -0.555)  0.00
O (-0.761, 5.222, -2.908)  0.00
H (0.583, 4.693, -1.488)  0.00
H (0.601, 6.324, -2.066)  0.00
H (-0.237, 6.201, 0.348)  0.00
H (-1.840, 5.508, -0.244)  0.00
H (-1.602, 7.754, 0.256)  0.00
H (-1.548, 4.719, -2.684)  0.00
C (4.520, 4.687, -2.823)  0.00
C (3.249, 3.845, -2.849)  0.00
O (3.259, 2.784, -3.802)  0.00
O (5.643, 4.016, -3.283)  0.00
H (4.680, 5.194, -1.871)  0.00
H (4.336, 5.418, -3.610)  0.00
H (2.385, 4.509, -2.872)  0.00
H (3.243, 3.429, -1.842)  0.00
H (3.204, 3.216, -4.658)  0.00
H (5.425, 3.525, -4.078)  0.00
C (-8.031, 2.721, -0.006)  0.00
C (-6.504, 2.647, -0.158)  0.00
C (-5.937, 1.498, 0.765)  0.00
C (-6.184, 0.084, 0.320)  0.00
C (-5.591, -0.041, -1.072)  0.00
C (-5.991, 1.070, -2.090)  0.00
N (-5.954, 2.441, -1.492)  0.00
O (-6.365, 3.412, -2.399)  0.00
C (-4.892, 1.007, -3.209)  0.00
C (-7.361, 0.782, -2.776)  0.00
C (-5.989, 3.975, 0.393)  0.00
H (-8.450, 1.747, -0.255)  0.00
H (-8.459, 3.443, -0.701)  0.00
H (-8.335, 3.033, 0.993)  0.00
H (-4.849, 1.517, 0.836)  0.00
H (-6.344, 1.604, 1.770)  0.00
H (-7.256, -0.099, 0.252)  0.00
H (-5.663, -0.548, 1.039)  0.00
H (-5.786, -1.075, -1.356)  0.00
H (-4.507, -0.043, -0.961)  0.00
H (-4.069, 1.518, -2.709)  0.00
H (-4.549, -0.017, -3.355)  0.00
H (-5.088, 1.424, -4.197)  0.00
H (-7.344, -0.135, -3.366)  0.00
H (-8.105, 0.711, -1.982)  0.00
H (-7.610, 1.608, -3.441)  0.00
H (-6.526, 4.853, 0.036)  0.00
H (-4.974, 4.190, 0.058)  0.00
H (-5.892, 3.908, 1.477)  0.00
H (-7.283, 3.156, -2.508)  0.00
C (1.697, -2.613, -0.151)  0.09
C (0.630, -1.780, -0.786)  -0.08
C (-0.671, -2.015, 0.107)  0.02
C (-1.817, -1.011, -0.087)  -0.02
C (-1.165, 0.360, 0.329)  0.04
C (0.106, 0.810, -0.425)  -0.07
N (0.974, -0.350, -0.688)  0.76
O (2.168, 0.037, -1.300)  0.04
C (-0.330, 1.458, -1.861)  0.11
C (0.824, 2.001, 0.396)  0.08
C (0.440, -2.243, -2.225)  0.08
H (1.752, -2.395, 0.915)  -0.02
H (2.719, -2.488, -0.508)  0.00
H (1.504, -3.678, -0.282)  0.00
H (-1.194, -2.958, -0.053)  0.00
H (-0.410, -1.979, 1.165)  -0.01
H (-2.718, -1.132, 0.514)  0.00
H (-2.152, -0.781, -1.099)  0.00
H (-0.944, 0.340, 1.396)  0.00
H (-1.954, 1.109, 0.262)  0.00
H (-0.366, 0.672, -2.615)  -0.01
H (-1.225, 2.076, -1.793)  0.00
H (0.347, 2.212, -2.263)  0.00
H (1.402, 1.609, 1.233)  -0.01
H (1.639, 2.346, -0.241)  -0.01
H (0.184, 2.833, 0.689)  0.00
H (-0.252, -1.564, -2.724)  0.00
H (0.037, -3.249, -2.106)  0.00
H (1.326, -2.459, -2.823)  0.00
H (1.828, 0.279, -2.165)  0.01
C (3.124, -1.011, 3.080)  0.00
C (3.804, -1.464, 4.392)  0.00
C (2.711, -1.165, 5.403)  0.00
C (2.930, -1.820, 6.761)  0.00
C (3.286, -3.306, 6.632)  0.00
C (4.458, -3.648, 5.674)  0.00
N (4.129, -2.969, 4.413)  0.00
O (4.937, -3.362, 3.388)  0.00
C (5.869, -3.379, 6.266)  0.00
C (4.226, -5.133, 5.545)  0.00
C (5.067, -0.628, 4.731)  0.00
H (3.592, -1.525, 2.240)  0.00
H (3.126, 0.060, 2.876)  0.00
H (2.113, -1.396, 2.950)  0.00
H (2.735, -0.079, 5.487)  0.00
H (1.732, -1.440, 5.012)  0.00
H (2.106, -1.558, 7.425)  0.00
H (3.796, -1.301, 7.172)  0.00
H (2.387, -3.867, 6.377)  0.00
H (3.430, -3.453, 7.702)  0.00
H (5.954, -2.441, 6.815)  0.00
H (6.149, -4.155, 6.978)  0.00
H (6.662, -3.337, 5.520)  0.00
H (3.375, -5.275, 4.879)  0.00
H (5.184, -5.499, 5.175)  0.00
H (4.034, -5.572, 6.524)  0.00
H (4.886, 0.396, 4.405)  0.00
H (6.057, -0.948, 4.408)  0.00
H (5.187, -0.590, 5.814)  0.00
H (4.365, -4.013, 2.974)  0.00

Properties
**Lowest unoccupied orbital energy (spin up / spin down)**: -2.22 / -6.35 eV
**Multiplicity**: 2
**⟨S²⟩**: 0.755
**Total charge**: +1
**Gap between HOMO and LUMO (spin up / spin down)**: 7.77 / 3.64 eV
**Energy relative to the best compared isomer or geometry (same formula, charge and spin)**: 59.67 kcal/mol



Here is 11 unconnected molecules or ions with the total composition C43H108O21 from the Open Molecules 2025 dataset. Energies are from ωB97M-V with the def2-TZVPD basis set.

Last column: Mulliken charge in e.
Positions of all 172 atoms, in Å:
C (2.441, 5.107, 0.151)  -0.74
C (2.704, 5.878, -1.158)  0.40
C (3.166, 4.973, -2.280)  -1.24
O (1.629, 6.644, -1.509)  -0.49
H (1.634, 4.411, -0.058)  -0.02
H (2.050, 5.772, 0.878)  0.54
H (3.336, 4.532, 0.448)  0.09
H (3.465, 6.673, -0.888)  0.14
H (3.299, 5.548, -3.215)  0.45
H (2.398, 4.261, -2.447)  0.27
H (4.083, 4.493, -1.939)  0.33
H (1.823, 6.917, -2.425)  0.34
C (-2.911, 1.863, 1.756)  -0.10
O (-2.389, 3.113, 2.125)  0.18
C (-2.845, 3.573, 3.448)  -0.30
C (-2.236, 4.904, 3.800)  -0.54
O (-1.238, 4.804, 4.807)  -0.48
C (-0.006, 4.346, 4.342)  -0.02
H (-2.732, 1.745, 0.676)  -0.37
H (-3.989, 1.748, 2.015)  0.44
H (-2.314, 1.054, 2.212)  -0.06
H (-2.450, 2.836, 4.202)  -0.32
H (-3.883, 3.597, 3.442)  0.68
H (-3.068, 5.469, 4.285)  0.33
H (-1.953, 5.487, 2.905)  0.36
H (0.830, 4.959, 4.696)  0.42
H (0.028, 4.293, 3.212)  0.00
H (0.043, 3.269, 4.669)  -0.23
C (-5.715, -2.090, -2.363)  -0.82
O (-4.467, -1.935, -3.111)  -0.13
C (-4.569, -2.645, -4.347)  -0.37
C (-3.179, -2.671, -4.941)  -0.47
O (-3.310, -3.275, -6.237)  -0.49
C (-2.159, -2.895, -7.022)  -0.65
H (-5.998, -3.105, -2.195)  0.29
H (-6.510, -1.475, -2.835)  0.30
H (-5.479, -1.619, -1.397)  0.19
H (-5.199, -2.145, -5.071)  0.38
H (-4.938, -3.665, -4.093)  0.06
H (-2.428, -3.208, -4.273)  -0.02
H (-2.769, -1.670, -5.015)  0.86
H (-2.236, -3.403, -7.957)  0.41
H (-1.268, -3.175, -6.373)  0.19
H (-2.132, -1.789, -7.222)  0.25
C (-2.534, 2.949, -2.553)  -0.65
O (-1.280, 3.483, -2.829)  -0.36
C (-1.178, 4.872, -2.761)  -0.69
C (-1.406, 5.387, -1.346)  -0.06
O (-2.830, 5.700, -1.233)  -0.43
C (-3.122, 5.995, 0.142)  -0.18
H (-3.309, 3.486, -3.095)  0.45
H (-2.848, 2.909, -1.550)  0.19
H (-2.574, 1.993, -2.974)  0.21
H (-1.870, 5.409, -3.448)  0.33
H (-0.161, 5.097, -3.086)  0.27
H (-0.749, 6.281, -1.218)  0.48
H (-1.127, 4.683, -0.565)  0.08
H (-3.020, 5.146, 0.806)  -0.25
H (-4.170, 6.377, 0.176)  0.31
H (-2.355, 6.793, 0.433)  0.30
C (3.211, -2.348, -0.473)  -1.14
O (3.936, -1.622, 0.508)  0.04
C (5.050, -2.350, 1.056)  -0.99
C (5.803, -1.553, 2.084)  0.27
O (6.740, -0.628, 1.607)  -0.39
C (7.461, -0.125, 2.675)  -0.66
H (2.495, -1.635, -0.781)  0.04
H (2.714, -3.181, -0.047)  0.50
H (3.745, -2.637, -1.378)  0.50
H (5.684, -2.729, 0.268)  0.37
H (4.624, -3.172, 1.633)  0.34
H (6.400, -2.341, 2.737)  0.32
H (5.027, -1.109, 2.806)  -0.13
H (8.073, 0.692, 2.249)  0.24
H (8.137, -0.885, 3.093)  0.41
H (6.752, 0.330, 3.395)  0.24
C (1.943, -1.630, 5.447)  -0.85
O (2.195, -1.289, 4.050)  -0.11
C (1.238, -1.892, 3.171)  -1.22
C (0.932, -1.118, 1.963)  0.44
O (0.137, 0.027, 2.136)  0.97
C (0.412, 1.094, 1.258)  1.58
H (2.147, -2.686, 5.620)  0.28
H (0.951, -1.400, 5.801)  0.26
H (2.636, -0.952, 5.917)  0.22
H (0.332, -2.012, 3.718)  0.37
H (1.526, -2.914, 2.856)  0.32
H (0.437, -1.730, 1.243)  -0.03
H (1.883, -0.758, 1.553)  -0.25
H (0.043, 1.965, 1.813)  -0.14
H (-0.089, 0.958, 0.252)  -0.76
H (1.528, 1.200, 1.159)  -1.45
C (-3.370, -4.888, -1.725)  -0.68
O (-4.420, -5.350, -2.471)  -0.17
C (-4.058, -6.031, -3.639)  -0.16
C (-5.105, -7.043, -3.944)  -0.82
O (-5.095, -8.133, -3.025)  -0.39
C (-5.885, -7.968, -1.891)  -0.56
H (-3.801, -4.405, -0.877)  0.28
H (-2.771, -4.134, -2.215)  0.00
H (-2.738, -5.717, -1.376)  0.52
H (-3.088, -6.553, -3.475)  0.42
H (-3.829, -5.279, -4.387)  0.21
H (-4.978, -7.525, -4.959)  0.34
H (-6.093, -6.554, -4.002)  0.31
H (-5.569, -7.053, -1.349)  0.15
H (-5.789, -8.806, -1.242)  0.30
H (-6.967, -7.855, -2.034)  0.27
C (5.854, 2.252, 5.341)  -0.85
O (5.436, 2.554, 4.044)  -0.43
C (4.209, 1.917, 3.713)  0.56
C (3.563, 2.674, 2.597)  0.49
O (4.428, 2.983, 1.478)  -0.49
C (4.677, 1.871, 0.636)  -0.36
H (5.374, 2.913, 6.081)  0.32
H (6.927, 2.389, 5.438)  0.26
H (5.623, 1.179, 5.603)  0.30
H (3.476, 1.933, 4.492)  0.38
H (4.390, 0.869, 3.435)  -0.38
H (3.379, 3.690, 2.885)  0.28
H (2.657, 2.174, 2.204)  -0.39
H (5.525, 1.287, 1.038)  0.00
H (4.968, 2.211, -0.338)  0.42
H (3.758, 1.305, 0.493)  0.08
C (3.110, -0.258, -6.774)  -0.76
O (3.024, -1.513, -6.132)  -0.30
C (2.132, -2.379, -6.734)  -0.55
C (1.850, -3.483, -5.755)  -0.70
O (0.976, -2.881, -4.777)  -0.05
C (1.183, -3.395, -3.470)  -0.16
H (3.605, 0.443, -6.059)  0.22
H (2.108, 0.143, -6.969)  0.33
H (3.690, -0.303, -7.704)  0.32
H (2.409, -2.747, -7.706)  0.51
H (1.226, -1.875, -7.005)  0.23
H (2.791, -3.774, -5.241)  0.45
H (1.363, -4.405, -6.195)  0.32
H (2.270, -3.557, -3.265)  0.29
H (0.698, -4.404, -3.380)  0.25
H (0.793, -2.702, -2.705)  -0.40
C (-2.300, -2.265, 1.041)  -0.28
O (-1.776, -1.204, 0.260)  0.47
C (-1.941, -1.555, -1.071)  -0.10
C (-1.341, -0.481, -1.966)  0.11
O (0.110, -0.512, -1.916)  0.52
C (0.639, 0.610, -2.696)  -0.92
H (-3.321, -2.560, 0.786)  0.35
H (-2.247, -1.819, 2.015)  -0.56
H (-1.744, -3.202, 1.027)  0.33
H (-3.015, -1.469, -1.268)  -0.19
H (-1.554, -2.574, -1.336)  -0.17
H (-1.706, 0.500, -1.632)  -0.63
H (-1.625, -0.635, -2.990)  0.37
H (0.138, 1.603, -2.511)  0.10
H (0.365, 0.343, -3.728)  0.20
H (1.698, 0.635, -2.568)  0.38
C (-3.831, -1.472, 5.551)  -0.47
O (-2.947, -0.399, 5.895)  -0.42
C (-1.655, -0.567, 5.337)  0.84
C (-0.796, 0.656, 5.533)  0.72
O (-0.313, 0.740, 6.833)  -0.47
C (0.715, 1.700, 7.050)  -0.48
H (-3.686, -2.426, 6.074)  0.25
H (-3.688, -1.583, 4.467)  0.07
H (-4.857, -1.144, 5.692)  0.32
H (-1.777, -0.757, 4.286)  -0.99
H (-1.089, -1.427, 5.784)  0.47
H (-1.360, 1.573, 5.216)  -0.24
H (0.077, 0.514, 4.885)  -0.04
H (0.826, 1.637, 8.109)  0.31
H (0.399, 2.705, 6.755)  0.26
H (1.564, 1.388, 6.431)  0.07

Properties
**SMILES string**: CC(C)O.COCCOC.COCCOC.COCCOC.COCCOC.COCCOC.COCCOC.COCCOC.COCCOC.COCCOC.COCCOC
**Lowest unoccupied orbital energy**: 0.50 eV
**Multiplicity**: 1
**Gap between HOMO and LUMO**: 9.71 eV



What is the formula in the first record?
C43H105N3O19